# 1
A molecular structure, C20H27N7O4S2Tc in a non-equilibrium geometry. Source: the OMol25 dataset; level of theory: the ωB97M-V functional and the def2-TZVPD basis.

The geometry in XYZ format:
```
61
Properties=species:S:1:pos:R:3:forces:R:3
Tc 0.659486 -0.460346 -0.447575 0.07 -0.51 -0.98
O -3.241039 -1.813085 -0.626790 -0.07 -0.04 -0.05
C -2.235384 -1.168644 -0.646775 0.15 0.02 0.15
N -1.061726 -1.386066 0.088001 -0.12 -0.20 -0.07
C -0.990644 -2.381510 1.055025 -0.11 0.37 -0.16
O -1.741330 -3.299945 1.238700 -0.08 -0.10 0.07
C 0.226886 -2.164457 1.907154 0.04 0.01 0.00
C 0.389605 -2.796376 3.119647 0.01 -0.02 0.04
C 1.514009 -2.497551 3.875565 0.02 0.00 0.02
C 2.436922 -1.587213 3.379865 -0.01 0.00 0.01
C 2.208445 -0.995867 2.152737 0.03 -0.05 -0.06
N 1.122372 -1.288232 1.424631 -0.16 0.18 0.09
C -2.082887 0.089840 -1.455802 0.08 -0.06 0.05
C -3.146704 0.688562 -2.092848 -0.05 0.03 -0.03
C -2.933296 1.905009 -2.723907 0.01 0.01 0.00
C -1.663400 2.471483 -2.693873 -0.07 0.00 -0.01
C -0.645067 1.805701 -2.043953 0.01 -0.02 0.04
N -0.853833 0.623152 -1.452466 -0.15 0.00 0.34
H -0.379415 -3.479074 3.455791 0.00 0.00 0.00
H 1.662540 -2.955306 4.844583 0.00 0.00 0.00
H 3.321528 -1.321446 3.940876 0.00 0.00 0.00
H 2.899292 -0.279222 1.732172 0.00 0.00 0.02
H -4.112876 0.203631 -2.057839 0.00 0.01 0.00
H -3.748432 2.416517 -3.218164 0.00 0.00 0.00
H -1.463430 3.427837 -3.156055 -0.01 0.00 -0.01
H 0.357572 2.209709 -1.987309 -0.01 -0.01 0.02
C 4.272836 1.933380 -0.546117 0.03 0.02 0.01
C 2.908083 1.390259 -0.318856 0.20 -0.56 -0.51
N 2.509411 0.245594 -0.892341 0.68 0.36 0.07
O 3.501582 -0.326204 -1.667139 -0.14 0.07 0.03
C 1.943830 2.015921 0.480174 -0.39 -0.03 0.10
C 2.061743 3.309670 1.209358 0.01 -0.03 0.00
N 0.805118 1.296320 0.526306 0.29 0.21 0.16
O -0.173142 1.623937 1.198043 -0.22 0.01 0.14
H 5.009042 1.132699 -0.563224 0.00 0.01 0.02
H 4.531165 2.660534 0.218063 0.00 0.02 -0.01
H 4.316519 2.423350 -1.522277 0.01 -0.01 0.00
H 3.114339 -1.143595 -2.039630 -0.04 0.14 0.17
H 2.705723 4.005046 0.675593 0.01 0.00 0.00
H 2.470440 3.162892 2.211619 -0.01 0.01 0.01
H 1.075946 3.755053 1.324235 -0.02 0.00 -0.01
C 0.541798 -5.795811 0.805732 -0.01 0.03 -0.03
N 0.516326 -4.675429 -0.130476 0.05 -0.03 0.02
C 1.536890 -3.891818 -0.385895 -0.13 -0.07 0.12
N 2.702854 -4.084824 0.223309 -0.01 0.04 -0.09
S 1.358412 -2.620003 -1.577683 0.13 0.21 0.24
H -0.443643 -6.248617 0.821900 -0.01 0.00 0.00
H 0.778521 -5.445562 1.812129 0.01 0.00 0.00
H 1.268638 -6.543896 0.486806 -0.01 -0.01 0.00
H -0.358913 -4.444271 -0.578452 0.00 -0.05 -0.02
H 2.869469 -4.888088 0.810939 -0.01 -0.01 0.00
H 3.502037 -3.558329 -0.089034 0.00 0.00 0.02
C -0.495531 -0.984136 -4.364363 -0.03 0.02 0.01
S 1.141682 -0.574471 -3.746777 -0.08 0.04 0.09
C 1.429429 0.989301 -4.585398 0.00 0.06 0.05
H -1.205662 -0.188544 -4.137556 0.02 -0.01 -0.01
H -0.809999 -1.907525 -3.880396 0.00 -0.01 -0.01
H -0.454636 -1.144529 -5.439970 0.01 0.00 0.00
H 1.505881 0.817986 -5.657644 0.00 -0.02 0.00
H 2.375169 1.390056 -4.224868 0.01 -0.01 0.00
H 0.626049 1.698354 -4.386902 0.02 -0.02 -0.02
```
Forces are in eV/Å.

Frontier orbital gap (spin up / spin down) ... 5.8 / 6.3 eV
Highest occupied orbital energy (spin up / spin down) ... -14.0 / -14.1 eV
Net charge ... +2
Spin multiplicity ... 2
LUMO energy (spin up / spin down) ... -8.229 / -7.790 eV

# 2
A molecular structure, C20H27N7Tl. Source: the OMol25 dataset; level of theory: the ωB97M-V functional and the def2-TZVPD basis.

The geometry in XYZ format:
```
55
Properties=species:S:1:pos:R:3:forces:R:3
Tl 0.460279 0.412858 -0.015093 -0.06 -0.05 -0.01
C 0.203597 -2.530991 -2.475971 -0.04 -0.03 -0.08
N 1.030398 -1.959053 -1.419182 0.01 0.03 0.07
C 1.473177 -2.960378 -0.442418 0.02 -0.01 -0.04
C 1.906399 -2.332920 0.848115 -0.03 -0.20 -0.01
N 1.756484 -1.071239 1.199993 0.18 0.02 0.31
C 2.279228 -0.964048 2.508752 -0.06 0.01 -0.20
C 2.432654 0.128902 3.357724 -0.03 0.02 0.02
C 3.007775 -0.097404 4.591438 -0.02 0.01 -0.04
C 3.437684 -1.377201 4.977318 0.02 0.06 0.06
C 3.312409 -2.462054 4.139822 -0.03 -0.06 -0.12
C 2.722399 -2.221195 2.902411 0.11 -0.09 0.10
N 2.470907 -3.059452 1.821677 0.04 0.04 -0.03
C -0.803019 -1.567982 -3.016217 0.04 0.08 0.09
N -1.074389 -0.363151 -2.478517 -0.17 0.07 -0.13
C -2.036910 0.164746 -3.250952 -0.01 -0.02 -0.08
C -2.694965 1.431181 -3.153233 0.03 -0.02 -0.01
C -3.655308 1.706805 -4.070403 -0.04 -0.04 -0.09
C -3.990356 0.764536 -5.098096 0.01 0.08 0.06
C -3.355164 -0.488263 -5.227161 0.03 -0.01 0.00
C -2.388367 -0.751168 -4.305592 0.00 -0.01 0.08
N -1.555433 -1.840375 -4.089408 0.03 -0.03 -0.08
H 0.792692 -2.923312 -3.313368 -0.01 -0.02 0.00
H -0.358002 -3.384188 -2.082554 0.00 0.01 0.02
H 1.848805 -1.528653 -1.839652 0.01 -0.02 -0.01
H 0.640622 -3.633836 -0.227454 -0.03 0.02 -0.01
H 2.287309 -3.581535 -0.830175 0.01 -0.01 0.03
H 2.134115 1.125741 3.069096 -0.05 0.10 -0.02
H 3.144463 0.727967 5.276283 0.00 0.01 -0.01
H 3.889527 -1.509184 5.950450 0.00 0.01 0.00
H 3.667136 -3.442241 4.427505 -0.02 -0.01 0.00
H 2.693741 -4.042647 1.773276 0.02 0.00 -0.01
H -2.417198 2.139480 -2.385292 -0.01 -0.02 0.03
H -4.184747 2.649247 -4.049370 0.00 0.00 -0.01
H -4.762810 1.030165 -5.809220 -0.01 0.00 0.00
H -3.634314 -1.176254 -6.013923 0.00 0.01 -0.01
H -1.510308 -2.679157 -4.653509 0.00 0.00 0.00
N -1.513316 0.182647 1.448182 0.04 0.09 -0.16
C -1.952924 1.389494 2.206198 -0.09 0.04 -0.02
C -1.549689 2.651670 1.446588 0.07 -0.08 0.05
C -0.123098 3.085495 1.810845 0.00 0.09 -0.08
C 0.680408 3.700996 0.665397 -0.02 0.02 0.03
N 1.534179 2.659529 0.036603 -0.01 -0.04 -0.01
H -2.210228 -0.020165 0.736103 -0.07 -0.08 0.10
H -1.453907 -0.640358 2.042103 0.02 0.04 0.06
H -1.480968 1.370096 3.187822 -0.01 -0.04 0.00
H -3.030386 1.339150 2.361563 -0.01 0.01 -0.02
H -2.241235 3.467414 1.653025 -0.04 -0.04 0.02
H -1.643045 2.445181 0.371085 0.00 0.05 -0.01
H 0.436307 2.216369 2.168440 0.09 -0.05 0.15
H -0.166480 3.766243 2.660396 0.01 0.02 -0.02
H 1.311539 4.518684 1.014029 0.03 -0.03 0.02
H 0.024003 4.110665 -0.101531 0.00 -0.01 -0.01
H 2.371795 2.501585 0.593634 0.03 0.07 -0.04
H 1.836538 2.921560 -0.897580 0.04 0.04 0.03
```
Forces are in eV/Å.

Frontier orbital gap (spin up / spin down) ... 5.9 / 4.3 eV
Highest occupied orbital energy (spin up / spin down) ... -16.5 / -16.5 eV
Net charge ... +3
LUMO energy (spin up / spin down) ... -10.625 / -12.230 eV

# 3
A molecular structure, C20H28AgNOSi. Source: the OMol25 dataset; level of theory: the ωB97M-V functional and the def2-TZVPD basis.

The geometry in XYZ format:
```
52
Properties=species:S:1:pos:R:3:forces:R:3
Ag -0.400704 0.355425 -0.006825 0.00 0.04 0.01
C -3.409499 -1.992138 -0.760672 0.00 -0.01 -0.02
Si -1.796552 -2.600483 0.024442 -0.03 -0.06 0.04
C -1.768193 -4.486257 -0.249769 -0.02 0.01 -0.01
C -1.980378 -2.368390 1.881453 -0.03 0.00 -0.03
N -0.393476 -1.837300 -0.509728 0.06 0.03 0.00
C 0.294461 -2.054610 -1.655977 -0.06 -0.01 -0.03
C -0.241871 -2.633251 -2.829911 0.02 0.02 0.04
C 0.488782 -2.794915 -3.999678 0.00 0.00 -0.01
C 1.809636 -2.384981 -4.067846 0.00 0.00 -0.01
C 2.391336 -1.826219 -2.927237 0.00 -0.01 0.00
C 1.667807 -1.680042 -1.762935 0.02 0.00 0.02
O 2.258405 -1.213932 -0.599759 0.01 -0.01 0.00
C 3.266753 -0.286630 -0.706755 -0.02 0.03 -0.01
C 4.582756 -0.708968 -0.566647 0.00 -0.03 0.01
C 5.614164 0.220754 -0.607326 -0.02 0.02 0.00
C 5.323298 1.567152 -0.783554 0.04 0.02 -0.01
C 3.999651 1.975519 -0.908273 -0.01 -0.03 0.01
C 2.959506 1.058911 -0.870398 0.00 -0.01 -0.03
H -4.287965 -2.479195 -0.322988 0.00 0.00 0.01
H -3.417363 -2.176995 -1.838967 -0.01 0.01 0.00
H -3.495630 -0.913331 -0.608240 0.00 0.00 0.00
H -2.663965 -4.948797 0.179146 0.00 0.00 0.00
H -0.892907 -4.924898 0.237499 0.01 0.01 0.00
H -1.724400 -4.749696 -1.309152 0.00 0.00 0.00
H -2.900301 -2.832026 2.255916 0.01 0.00 -0.01
H -1.996362 -1.302751 2.119465 0.02 0.00 0.01
H -1.126855 -2.814908 2.398217 0.00 0.01 0.01
H -1.289644 -2.912030 -2.813946 0.00 -0.01 -0.01
H 0.006208 -3.225004 -4.872232 0.00 0.00 0.00
H 2.384584 -2.484767 -4.980881 0.00 0.00 0.00
H 3.424707 -1.500261 -2.947747 0.00 0.00 0.01
H 4.776610 -1.765691 -0.424501 0.01 0.00 0.00
H 6.641910 -0.107981 -0.497729 0.00 0.00 0.00
H 6.125701 2.296730 -0.810692 0.00 0.00 0.00
H 3.752590 3.025580 -1.017893 0.00 0.00 0.00
H 1.916947 1.399215 -0.919362 0.02 0.02 0.01
C -0.643791 4.830392 -0.184624 0.00 -0.02 0.00
C -1.236316 3.415751 0.004877 0.04 0.01 0.01
C -2.144331 3.482068 1.260560 -0.02 0.02 -0.01
C -2.147552 3.135889 -1.196019 -0.02 0.00 0.00
C -0.124684 2.390824 0.108081 -0.03 -0.03 0.00
H -1.423299 5.608331 -0.229646 0.00 0.00 0.00
H -0.055868 4.859798 -1.104014 0.00 0.00 0.00
H 0.027846 5.063895 0.647459 -0.01 0.00 0.00
H -2.929457 4.258025 1.176811 0.00 -0.01 0.00
H -1.537502 3.695228 2.144247 0.01 0.00 0.00
H -2.613663 2.509186 1.412690 0.00 0.00 0.00
H -2.934137 3.899010 -1.296300 -0.01 0.00 -0.01
H -2.619839 2.156151 -1.080272 0.01 0.01 0.00
H -1.551602 3.110244 -2.110950 0.00 0.00 0.00
H 0.556575 2.687607 0.927636 0.01 0.00 -0.01
```
Forces are in eV/Å.

Frontier orbital gap ... 3.1 eV
Highest occupied orbital energy ... 2.0 eV
Net charge ... -2
LUMO energy ... 5.071 eV

# 4
A molecular structure, C20H28BrN3O5PtS in a non-equilibrium geometry. Source: the OMol25 dataset; level of theory: the ωB97M-V functional and the def2-TZVPD basis.

The geometry in XYZ format:
```
59
Properties=species:S:1:pos:R:3:forces:R:3
Pt 0.381351 0.813667 0.451593 -1.31 0.47 0.54
C -2.091979 7.753317 0.215266 -0.03 0.01 0.02
C -1.404208 6.437992 0.016709 0.02 -0.04 0.00
C -0.845725 5.751323 1.099233 -0.03 0.02 -0.03
C -0.185455 4.553176 0.914812 0.03 -0.01 0.03
C -0.085441 4.046471 -0.378361 -0.03 -0.13 0.56
C -0.648894 4.685280 -1.478369 -0.03 -0.03 -0.04
C -1.300675 5.883890 -1.262857 -0.02 0.02 0.03
S 0.826842 2.594264 -0.664462 0.29 -0.60 -1.07
C 2.541277 3.007627 -0.489621 -0.02 0.15 0.42
O 0.616554 2.120682 -2.018450 -0.06 0.27 -0.39
H -2.328307 7.927484 1.262666 0.01 0.00 0.00
H -3.013896 7.804678 -0.363037 0.01 0.00 -0.01
H -1.447577 8.566697 -0.124251 0.00 0.00 0.00
H -0.937870 6.161537 2.096133 0.01 0.00 0.00
H 0.232998 4.019007 1.761096 0.01 -0.01 -0.01
H -0.569711 4.252957 -2.466178 0.02 0.02 0.00
H -1.740570 6.404717 -2.103761 0.01 0.00 0.00
H 2.751943 3.706098 -1.299374 -0.08 0.02 -0.01
H 3.106849 2.084420 -0.583009 -0.02 0.00 -0.01
H 2.706731 3.479932 0.478996 0.03 -0.04 0.01
C -0.273707 -2.067620 -1.191205 0.04 0.01 -0.12
N -1.575559 -1.672009 -1.524810 0.03 0.02 0.07
C -1.985748 -0.347479 -1.426935 0.13 -0.19 -0.04
N -3.093317 -0.011826 -2.080614 0.00 0.01 0.03
O -1.369807 0.471346 -0.738453 -0.01 0.15 -0.04
H -0.009683 -2.993136 -1.693147 -0.01 -0.02 0.03
H -1.038605 -2.648592 0.618559 0.00 -0.01 0.01
H 0.468245 -1.291049 -1.353732 -0.01 0.00 -0.03
H -2.161006 -2.333748 -2.010288 -0.01 0.03 -0.03
H -3.573745 -0.628046 -2.714112 0.01 -0.01 0.00
H -3.418235 0.938373 -1.998559 -0.02 0.00 0.01
C 0.931181 -2.908559 2.377839 -0.08 0.04 -0.04
C 1.006211 -3.242143 0.909766 0.17 -0.08 0.07
C 2.263243 -2.752864 0.241998 -0.05 0.05 -0.12
C 0.632017 -4.662452 0.578070 -0.07 0.00 0.00
O -0.180324 -2.314714 0.299226 -0.05 0.06 0.02
H 1.752347 -3.422182 2.879033 0.00 0.00 0.01
H 0.002630 -3.257533 2.832130 -0.01 0.01 0.00
H 1.044057 -1.837553 2.549820 0.06 -0.01 0.01
H 3.100689 -3.239774 0.743803 0.00 -0.01 0.00
H 2.395157 -1.676202 0.354270 0.03 -0.02 0.05
H 2.315342 -3.032448 -0.810580 -0.01 -0.03 0.01
H 1.402437 -5.312569 0.995914 0.00 0.01 0.01
H 0.606112 -4.852144 -0.494934 0.01 0.01 0.00
H -0.316180 -4.954396 1.032577 0.00 -0.01 0.00
Br 7.428027 -0.053010 3.566211 -0.01 0.00 0.01
C 5.669370 0.536069 3.869279 -0.01 0.00 -0.03
C 5.310491 1.055588 5.112493 0.09 -0.02 0.03
N 4.091053 1.497773 5.390195 -0.04 0.00 -0.01
C 3.171380 1.434222 4.436596 0.05 0.00 0.00
C 3.436062 0.922342 3.168690 0.03 0.00 0.13
C 4.719349 0.463430 2.873288 -0.03 0.04 0.08
C 2.375221 0.861357 2.157072 -0.09 -0.08 -0.18
O 1.194829 1.281848 2.424546 0.32 0.13 -0.32
O 2.586249 0.394103 1.004076 0.76 -0.15 0.40
H 6.044470 1.112971 5.907868 0.00 0.01 -0.01
H 2.184116 1.804283 4.684522 -0.01 -0.02 -0.02
H 4.958291 0.070642 1.894979 -0.02 -0.01 -0.01
```
Forces are in eV/Å.

Frontier orbital gap ... 6.1 eV
Highest occupied orbital energy ... -13.5 eV
Net charge ... +2
LUMO energy ... -7.439 eV

In order of appearance, energy above the lowest of the compared OMol25 structures with the same formula, charge and spin = 0.0 24.3 15.6 0.0 kcal/mol.